This record from the OMol25 dataset describes a 5-piece molecular cluster, C33H27BO13 overall. The level of theory is ωB97M-V/def2-TZVPD.

Cartesian coordinates (Å):
C 9.11906 1.73088 -0.54164
C 8.29760 2.39686 0.56817
C 8.28828 3.91770 0.42302
O 7.13325 4.50830 1.01818
C 6.00271 4.52157 0.29350
C 5.89051 4.88171 -0.99253
C 4.59701 4.90680 -1.68160
O 4.49507 5.37320 -2.80187
C 3.42303 4.37301 -0.95759
C 3.50166 4.01201 0.33046
B 2.22623 3.43947 1.08736
O 1.20873 4.28395 1.48063
O 2.14512 2.10379 1.34825
C 4.77721 4.14739 1.06661
O 4.81597 3.96761 2.25945
H 8.84595 0.67824 -0.62343
H 8.93725 2.18896 -1.51341
H 10.18332 1.75178 -0.31238
H 7.28634 1.99627 0.60992
H 8.78808 2.16341 1.51362
H 9.14081 4.34376 0.94974
H 8.40165 4.19860 -0.62538
H 6.74740 5.19191 -1.57584
H 2.49224 4.31474 -1.51065
H 0.45525 4.24803 0.88129
H 2.41722 1.51983 0.62777
O -0.87536 -3.69485 3.58999
C -0.36869 -2.89934 2.82552
C -0.26367 -3.19210 1.37273
C 0.29217 -2.31926 0.53831
C 0.82659 -1.02744 1.02657
O 1.32913 -0.22402 0.26365
C 0.72479 -0.73237 2.47491
C 0.16725 -1.60394 3.31038
H -0.65965 -4.14431 1.03910
H 0.38071 -2.50833 -0.52447
H 1.11913 0.22341 2.79517
H 0.07427 -1.41427 4.37198
O -2.08543 -0.11697 0.28411
C -2.26774 -0.02187 -0.91334
C -3.63258 -0.01136 -1.49103
C -3.82811 0.07801 -2.80443
C -2.67913 0.17266 -3.74367
O -2.85257 0.26041 -4.93996
C -1.31002 0.16193 -3.16481
C -1.12017 0.07562 -1.85073
H -4.45281 -0.08587 -0.78723
H -4.82018 0.08431 -3.23915
H -0.49033 0.23133 -3.86911
H -0.14047 0.06438 -1.38764
O -6.85039 0.29026 -2.67608
C -7.37986 1.27484 -2.20142
C -8.55575 1.15694 -1.30567
C -9.13516 2.23525 -0.78590
C -8.62766 3.60076 -1.07963
O -9.15402 4.58202 -0.60549
C -7.44895 3.71548 -1.97751
C -6.87043 2.63671 -2.49723
H -8.90650 0.15244 -1.10642
H -9.99470 2.17658 -0.13065
H -7.09754 4.71939 -2.17829
H -6.01185 2.69586 -3.15444
O -3.32931 -9.88319 3.59458
C -2.82217 -9.08678 2.83583
C -2.71378 -9.37373 1.38146
C -2.15599 -8.50225 0.54627
C -1.62065 -7.20691 1.03399
O -1.11383 -6.41251 0.26753
C -1.72680 -6.91723 2.48521
C -2.28513 -7.78995 3.31975
H -3.11239 -10.32450 1.05141
H -2.06513 -8.68830 -0.51633
H -1.33062 -5.96507 2.81864
H -2.37549 -7.60160 4.38187

- SMILES = CCCOC1=CC(=O)C=C(B(O)O)C1=O.O=C1C=CC(=O)C=C1.O=C1C=CC(=O)C=C1.O=C1C=CC(=O)C=C1.O=C1C=CC(=O)C=C1
- highest occupied orbital energy (Eh) = -0.356
- HOMO-LUMO gap (eV) = 7.9
- max |F| (Eh/bohr) = 0.016
- LUMO (Eh) = -0.06744

Results of the Mulliken charge analysis, in e, for atoms 1 through 8: C -1.22; C -0.12; C -0.57; O -0.37; C 0.50; C -0.73; C -0.13; O -0.59


This record from the OMol25 dataset describes C33H27BaBrN6O2 as an isolated structure. The level of theory is ωB97M-V/def2-TZVPD.

Cartesian coordinates (Å):
Ba -0.10152 -0.10833 0.14863
O -1.84911 -1.86101 -0.21211
C -2.02742 -3.13020 -0.20200
C -3.31766 -3.68085 0.04562
C -3.54408 -5.03333 0.03819
C -2.51098 -5.94359 -0.22782
C -1.25493 -5.44650 -0.47306
C -0.97264 -4.06820 -0.44705
C 0.40300 -3.69959 -0.69119
N 0.96899 -2.56077 -0.53218
C 2.38476 -2.47489 -0.86324
C 2.66833 -1.29680 -1.79243
N 2.30999 -0.02544 -1.17021
C 3.23193 0.85901 -1.09139
C 3.17599 2.20296 -0.55273
C 4.38405 2.92303 -0.61148
C 4.49810 4.21597 -0.16250
C 3.35925 4.83452 0.36634
C 2.16162 4.16864 0.43919
C 2.01057 2.82632 -0.00681
O 0.87132 2.23265 0.10143
H -4.11997 -2.97762 0.23298
H -4.54376 -5.40512 0.23329
H -2.70121 -7.00781 -0.24370
H -0.43892 -6.13031 -0.68603
H 1.02017 -4.53522 -1.05275
H 2.74223 -3.39938 -1.33558
H 2.96031 -2.32833 0.05765
H 2.07307 -1.42441 -2.70167
H 3.72801 -1.31116 -2.07991
H 4.22582 0.60354 -1.48712
H 5.25206 2.42488 -1.03145
H 5.44042 4.74300 -0.21864
H 3.42312 5.85574 0.72472
H 1.28154 4.64749 0.85213
N -0.51636 1.17798 7.94948
C -0.44856 0.88424 9.29508
C -0.76376 1.61567 10.43623
C -0.56213 0.98546 11.64743
C -0.06384 -0.32651 11.72198
C 0.24552 -1.04400 10.58597
C 0.04671 -0.42461 9.35169
N 0.26757 -0.90621 8.07389
C -0.07892 0.06529 7.27719
C -0.00970 -0.01215 5.81239
C -0.27234 1.07504 4.98693
C -0.18580 0.90986 3.61540
N 0.13991 -0.24684 3.04119
C 0.39780 -1.28705 3.83706
C 0.33565 -1.22060 5.21498
H -0.85961 2.02816 7.54190
H -1.14657 2.62638 10.38285
H -0.79245 1.51379 12.56315
H 0.07814 -0.77782 12.69493
H 0.62915 -2.05399 10.63560
H -0.53234 2.04854 5.38068
H -0.37795 1.74167 2.94472
H 0.65369 -2.21719 3.34254
H 0.54631 -2.08228 5.83138
Br -3.65350 -0.11000 2.31348
C -3.53275 1.51762 1.35336
C -4.63316 2.35974 1.29864
C -4.48638 3.55277 0.61314
C -3.26495 3.85700 0.02884
C -2.23276 2.94355 0.14236
N -2.37063 1.77752 0.78818
H -5.55976 2.08323 1.77870
H -5.31878 4.24081 0.54263
H -3.11062 4.78532 -0.50246
H -1.24451 3.12746 -0.26661

- highest occupied orbital energy (Eh) = -0.259
- HOMO-LUMO gap (eV) = 6.7
- max |F| (Eh/bohr) = 0.010
- LUMO (Eh) = -0.01157

Results of the natural (NBO) charge analysis, in e, for atoms 1 through 8: Ba 1.86; O -0.88; C 0.42; C -0.27; C -0.18; C -0.31; C -0.13; C -0.27


This record from the OMol25 dataset describes C33H27IrN5PSe4 as an isolated structure. The level of theory is ωB97M-V/def2-TZVPD.

Cartesian coordinates (Å):
Ir 1.00153 0.30468 0.47090
Se -1.32747 -0.50089 0.68984
P -1.97790 1.59739 0.48082
Se -0.02555 2.52150 0.01985
C -3.19702 1.85916 -0.82260
C -2.92677 2.64176 -1.93905
C -3.91880 2.82914 -2.88918
C -5.15851 2.22760 -2.72738
C -5.42403 1.45174 -1.60524
C -4.44606 1.26480 -0.64560
C -2.70627 2.20041 2.02257
C -3.04569 3.55136 2.09340
C -3.63278 4.04184 3.24619
C -3.87981 3.19151 4.31662
C -3.56124 1.84387 4.23242
C -2.96677 1.34201 3.08489
H -1.95450 3.10290 -2.06204
H -3.72473 3.44584 -3.75586
H -5.92308 2.35943 -3.48047
H -6.39529 0.99452 -1.47681
H -4.64097 0.65986 0.23263
H -2.84709 4.20524 1.25192
H -3.90094 5.08728 3.30988
H -4.31759 3.58307 5.22451
H -3.77488 1.18048 5.05897
H -2.71649 0.29177 3.01560
Se 4.23628 -1.99200 -0.49507
Se 3.96128 -0.14787 -1.85640
C 3.92438 1.24246 -0.51951
C 4.94835 2.17701 -0.59313
C 5.01805 3.18810 0.34974
C 4.05899 3.21426 1.34897
C 3.06795 2.25606 1.35217
N 2.96943 1.28115 0.42862
C 2.61916 -2.99190 -0.86446
C 2.72941 -4.36972 -0.79387
C 1.69664 -5.29637 -0.73655
C 0.32237 -5.05388 -0.47800
C -0.20701 -3.91872 0.03347
N 0.56632 -2.76882 0.30379
H 5.67543 2.09979 -1.38856
H 5.81149 3.92182 0.31713
H 4.07541 3.97028 2.12010
H 2.30824 2.27176 2.12369
H 3.74190 -4.75162 -0.85148
H 1.97874 -6.33509 -0.84992
H -0.35290 -5.89082 -0.60541
H -1.25848 -3.83027 0.27889
C 0.13718 -0.53370 -5.21260
C 0.26970 0.54746 -4.34029
C 0.60039 0.33312 -3.02372
C 0.79513 -0.97611 -2.54484
C 0.64272 -2.06363 -3.42621
C 0.31633 -1.83183 -4.74501
N 1.16635 -1.13167 -1.23754
N 1.37393 -2.38907 -0.79317
C 1.13263 -2.55387 1.55328
C 1.15002 -3.53163 2.54430
C 1.75697 -3.24704 3.75062
C 2.36116 -2.00581 3.92187
C 2.28807 -1.08889 2.89841
N 1.67436 -1.34182 1.73468
H -0.10778 -0.36174 -6.25124
H 0.12069 1.55333 -4.70796
H 0.72553 1.15825 -2.33361
H 0.78404 -3.07043 -3.05869
H 0.19862 -2.67010 -5.41734
H 0.69701 -4.49110 2.34680
H 1.78926 -3.99165 4.53383
H 2.87570 -1.75074 4.83606
H 2.74924 -0.11518 3.00136

- highest occupied orbital energy (alpha / beta) (Eh) = -0.455 / -0.460
- net charge = +2
- HOMO-LUMO gap (alpha / beta) (eV) = 4.8 / 5.0
- max |F| (Eh/bohr) = 0.066
- LUMO (alpha / beta) (Eh) = -0.27985 / -0.27597

Results of the Mulliken charge analysis, in e, for atoms 1 through 8: Ir 2.27; Se -0.28; P 0.41; Se -0.43; C 0.78; C -0.21; C -0.72; C -0.48


It is found that the energy relative to the best compared isomer or geometry (same formula, charge and spin) values, taken in the order of the records, are 0.0; 0.0; 414.0 kJ/mol.